Entry 1:
C16H32NOPSiTi as an isolated structure. Source: the OMol25 dataset; level of theory: the ωB97M-V functional and the def2-TZVPD basis.

```
53
Properties=species:S:1:pos:R:3:forces:R:3:mulliken_charge:R:1
C -3.051 -3.010 -1.027 0.0 -0.3 0.0 -0.801
C -2.551 -2.055 -1.917 0.1 0.1 0.0 -0.339
C -1.586 -1.114 -1.520 -0.8 -1.3 0.6 -0.175
C -1.147 -1.176 -0.176 0.0 0.6 0.0 1.246
C -1.690 -2.108 0.734 -0.8 -0.2 -0.8 0.774
C -2.625 -3.045 0.295 -0.1 0.1 0.2 -0.895
C -0.968 -0.235 -2.560 0.3 0.9 -0.8 -0.248
C -1.667 1.097 -3.065 -0.2 -0.3 0.2 -1.136
N -2.272 2.006 -2.129 0.6 -0.1 0.3 0.217
Ti 0.605 -0.816 0.835 1.0 -0.3 -1.0 -0.607
C -1.318 -2.160 2.207 0.4 0.0 1.4 -1.679
P -0.628 -0.541 2.850 -0.3 -0.4 -0.3 1.274
H -2.892 -2.071 -2.958 0.1 0.0 0.3 0.421
H -3.018 -3.766 1.020 0.0 0.1 -0.4 0.406
H -3.741 -3.778 -1.374 0.0 0.3 0.0 0.362
H -0.629 -2.990 2.461 -0.3 0.3 -0.1 0.400
H -2.203 -2.268 2.850 -0.1 -0.5 -0.4 0.552
H 0.053 0.033 -2.254 -0.2 -0.2 0.0 -0.162
H -0.903 -0.829 -3.492 0.3 0.2 0.4 0.463
H -0.892 1.687 -3.568 -0.1 -0.3 -0.2 0.555
C 0.180 -0.726 4.452 -0.2 -0.2 0.8 -1.205
C -2.194 0.328 3.197 -0.2 0.4 0.2 -1.317
H -2.422 0.829 -3.827 0.2 -0.1 0.1 0.266
C -3.389 1.598 -1.323 -0.1 0.3 -0.1 -0.785
C -1.563 3.200 -1.732 -0.3 -0.2 -0.2 -0.887
H 0.359 0.885 1.393 0.1 0.8 0.3 0.153
H -4.309 2.121 -1.641 0.0 -0.2 0.2 0.289
H -3.539 0.514 -1.396 -0.1 0.3 0.1 0.253
H -3.197 1.884 -0.275 -0.2 -0.3 -0.1 0.193
H -1.993 4.101 -2.207 0.2 -0.1 0.2 0.269
H -1.648 3.336 -0.643 0.2 0.0 -0.1 0.286
H -0.508 3.124 -2.026 -0.2 0.1 0.2 0.270
H -2.657 -0.066 4.115 0.1 0.1 -0.2 0.375
H -2.004 1.403 3.332 -0.1 -0.3 0.0 0.392
H -2.907 0.203 2.366 0.4 0.0 0.2 0.353
H -0.545 -1.013 5.226 0.3 0.0 0.1 0.405
H 0.985 -1.474 4.379 -0.3 0.3 0.0 0.322
H 0.633 0.247 4.721 -0.2 -0.5 -0.1 0.341
H 0.345 0.958 0.631 -0.2 0.9 -0.7 -0.120
C 3.437 2.004 -0.495 0.1 -0.1 0.0 -0.988
Si 3.573 0.126 -0.354 -0.9 -0.5 -0.3 0.332
C 4.340 -0.595 -1.905 0.4 0.2 0.1 -1.045
C 4.559 -0.322 1.179 0.1 0.0 0.0 -1.047
O 2.080 -0.585 -0.263 1.0 0.4 0.2 -0.419
H 4.447 2.432 -0.592 -0.3 0.0 0.0 0.371
H 2.961 2.446 0.391 0.1 -0.1 -0.1 0.262
H 2.856 2.300 -1.379 0.1 -0.1 0.2 0.250
H 5.416 -0.356 -1.915 -0.2 -0.1 -0.2 0.325
H 4.215 -1.687 -1.933 0.1 0.3 0.1 0.274
H 3.871 -0.173 -2.806 0.1 -0.1 0.2 0.274
H 4.199 0.220 2.066 0.1 -0.1 -0.2 0.266
H 4.498 -1.400 1.393 0.0 0.3 -0.1 0.285
H 5.612 -0.060 1.012 -0.1 -0.1 0.2 0.380
```
Forces are in eV/Å.

Computed properties:
F_max = 1.66 eV/Å
energy above the lowest of the compared OMol25 structures with the same formula, charge and spin = 22.1 kcal/mol
DFT total energy = -2239.11067 a.u.
<S²> = 2.0129
LUMO energy (alpha / beta) = 0.40 / -0.05 eV
HOMO-LUMO gap (alpha / beta) = 6.376 / 7.223 eV
multiplicity = 3
E_HOMO (alpha / beta) = -0.2197 / -0.2674 Eh


Entry 2:
A 2-piece molecular cluster, C2H7S2 overall. Source: the OMol25 dataset; level of theory: the ωB97M-V functional and the def2-TZVPD basis.

```
11
Properties=species:S:1:pos:R:3:forces:R:3:mulliken_charge:R:1
S 0.299 2.192 -1.508 1.0 0.3 -0.3 -0.860
H 1.676 2.182 -1.506 -0.8 0.1 -0.1 -0.051
C -0.662 0.325 0.834 -0.8 -0.8 1.7 -0.616
S -0.710 -1.522 0.530 2.0 0.9 0.3 -0.133
C 1.159 -1.836 1.025 -2.7 -0.8 -0.7 -0.686
H 0.367 0.731 0.525 -1.9 -0.3 0.7 0.176
H -1.426 0.727 0.172 0.4 0.2 -0.1 0.252
H -1.101 0.474 1.935 1.6 0.0 -2.1 0.207
H 0.958 -2.382 1.941 0.8 0.1 0.3 0.225
H 1.594 -0.837 1.190 0.2 -0.8 -0.4 0.262
H 1.526 -2.557 0.245 0.2 1.3 0.8 0.224
```
Forces are in eV/Å.

Computed properties:
F_max = 2.92 eV/Å
energy above the lowest of the compared OMol25 structures with the same formula, charge and spin = 31.6 kcal/mol
DFT total energy = -876.75961 a.u.
LUMO energy = 3.33 eV
HOMO-LUMO gap = 5.905 eV
multiplicity = 1
charge = -1
E_HOMO = -0.0946 Eh